This record from OMol25 describes an isolated molecule of C4H6N2O. The level of theory is ωB97M-V with the def2-TZVPD basis set.

Structure (XYZ):
```
13
Properties=species:S:1:pos:R:3
C 2.29 0.43 -0.29
O 1.45 -0.58 0.26
C 0.12 -0.34 0.17
C -0.89 -1.25 0.39
N -2.04 -0.47 0.35
C -1.68 0.78 0.03
N -0.38 0.90 -0.08
H 2.13 0.51 -1.37
H 3.32 0.11 -0.09
H 2.12 1.41 0.16
H -1.08 -2.22 -0.01
H -2.93 -0.81 0.69
H -2.42 1.53 -0.21
```

For the energy relative to the best compared isomer or geometry (same formula, charge and spin), the calculation gives 148.67 kJ/mol. The max |F| is 1.38 eV/Å. As for the SMILES: COc1c[nH]cn1.

Which charges does natural (NBO) predict for the atoms? In e, they are: -0.253 -0.489 0.419 -0.229 -0.511 0.188 -0.520 0.179 0.191 0.194 0.219 0.417 0.195